Record 1
# C30H62I2O18PS

C30H62I2O18PS as an isolated structure (wB97M-V/def2-TZVPD, OMol25).

Calculated values
LUMO energy   -4.09 eV
Calculated total energy   -105291.0114 eV

```
! RIJCOSX wB97M-V def2-TZVPD def2/J DEFGRID3
* xyz 1 1
C 6.84 4.32 4.33
C 6.72 3.59 2.98
C 6.00 2.21 3.03
C 4.82 2.09 2.07
P 3.27 2.97 2.51
I 3.26 3.39 4.87
C 3.30 4.57 1.67
C 2.14 5.55 1.94
C 2.48 6.60 3.01
S 3.26 8.05 2.28
O 3.07 8.04 0.87
O 4.58 8.12 2.81
O 2.43 9.28 2.87
C 1.89 1.89 1.99
I 2.24 1.54 -0.11
C 0.46 2.41 2.13
C -0.02 2.65 3.56
H 7.83 4.73 4.48
H 6.61 3.63 5.15
H 6.11 5.13 4.40
H 6.26 4.22 2.22
H 7.73 3.41 2.63
H 6.73 1.48 2.68
H 5.75 1.92 4.05
H 5.11 2.46 1.08
H 4.52 1.05 1.94
H 4.23 5.03 2.01
H 3.44 4.37 0.60
H 1.96 6.08 1.01
H 1.21 5.07 2.21
H 1.56 6.91 3.49
H 3.16 6.26 3.79
H 1.84 8.99 3.57
H 2.00 0.95 2.53
H 0.28 3.27 1.48
H -0.17 1.62 1.72
H -1.10 2.61 3.61
H 0.36 1.88 4.23
H 0.31 3.61 3.96
C 1.68 0.32 -7.71
C 0.85 1.20 -6.79
O 0.28 0.44 -5.71
C 1.09 0.15 -4.71
O 2.25 0.47 -4.60
O 0.40 -0.55 -3.80
C 1.17 -1.00 -2.69
H 1.08 -0.52 -8.06
H 2.02 0.90 -8.57
H 2.55 -0.07 -7.19
H 0.00 1.62 -7.32
H 1.44 2.03 -6.39
H 1.72 -0.17 -2.25
H 1.87 -1.78 -3.00
H 0.48 -1.41 -1.96
C 0.08 4.23 8.35
C 1.17 3.55 9.15
O 0.64 2.54 10.01
C 0.34 1.39 9.40
O 0.52 1.14 8.23
O -0.16 0.56 10.30
C -0.58 -0.71 9.79
H -0.69 4.62 9.02
H 0.49 5.06 7.77
H -0.40 3.53 7.67
H 1.66 4.27 9.81
H 1.94 3.12 8.50
H 0.22 -1.19 9.22
H -1.46 -0.59 9.15
H -0.84 -1.32 10.65
C -4.33 3.70 -8.03
C -4.83 4.24 -6.71
O -4.89 3.21 -5.71
C -3.73 2.89 -5.15
O -2.66 3.38 -5.38
O -3.96 1.91 -4.26
C -2.78 1.42 -3.62
H -4.93 2.85 -8.35
H -4.38 4.47 -8.80
H -3.29 3.36 -7.95
H -5.85 4.60 -6.81
H -4.22 5.06 -6.36
H -2.21 2.23 -3.18
H -2.16 0.88 -4.34
H -3.11 0.74 -2.84
C -1.63 -5.05 -4.47
C -2.19 -4.50 -3.18
O -2.25 -5.52 -2.16
C -1.09 -5.81 -1.57
O -0.03 -5.29 -1.80
O -1.30 -6.78 -0.68
C -0.11 -7.23 -0.03
H -2.19 -5.93 -4.79
H -1.68 -4.30 -5.25
H -0.59 -5.35 -4.35
H -3.22 -4.18 -3.33
H -1.62 -3.65 -2.82
H 0.45 -6.40 0.39
H 0.52 -7.78 -0.73
H -0.43 -7.90 0.76
C -7.45 -10.86 -3.44
C -6.44 -11.63 -2.62
O -5.09 -11.25 -2.94
C -4.68 -10.10 -2.41
O -5.31 -9.39 -1.68
O -3.43 -9.89 -2.82
C -2.86 -8.65 -2.37
H -7.24 -10.97 -4.51
H -8.46 -11.23 -3.25
H -7.42 -9.80 -3.21
H -6.50 -12.69 -2.84
H -6.62 -11.49 -1.55
H -2.95 -8.56 -1.29
H -3.36 -7.81 -2.86
H -1.81 -8.67 -2.65
*
```

Record 2
# C30H63Ca3NO14P2

C30H63Ca3NO14P2 as an isolated structure (wB97M-V/def2-TZVPD, OMol25).

Calculated values
LUMO energy   -1.19 eV
ΔE to the lowest compared entry with this formula, charge and spin   0.0 kJ/mol
Calculated total energy   -136194.9087 eV

```
! RIJCOSX wB97M-V def2-TZVPD def2/J DEFGRID3
* xyz 0 1
Ca 1.72 -1.12 1.85
Ca -1.33 -2.70 -0.76
Ca -1.03 -0.02 -2.91
P 0.49 -0.49 -0.59
O -0.43 0.67 -0.93
O 0.28 -1.49 -1.76
O 0.00 -1.43 0.58
O 1.93 -0.16 -0.18
P -3.38 -1.97 -2.73
O -2.71 -1.01 -1.62
O -2.84 -1.05 -3.88
O -4.86 -1.86 -2.58
O -2.70 -3.32 -2.34
C -1.21 4.36 0.92
C 0.17 3.70 1.12
C 1.00 4.26 -0.05
O 0.13 5.10 -0.81
C -1.21 4.69 -0.56
H -1.27 5.25 1.55
H -2.04 3.71 1.21
H -0.09 2.64 1.07
H 0.61 3.84 2.11
H 1.43 3.44 -0.64
H 1.79 4.92 0.30
H -1.44 3.82 -1.20
H -1.95 5.45 -0.80
C 4.86 -3.47 -0.61
C 5.29 -3.81 0.82
C 4.07 -3.48 1.64
O 3.46 -2.37 0.97
C 3.75 -2.42 -0.45
H 4.44 -4.37 -1.07
H 5.70 -3.16 -1.23
H 6.13 -3.16 1.09
H 5.65 -4.84 0.91
H 4.33 -3.16 2.65
H 3.39 -4.33 1.70
H 4.07 -1.44 -0.79
H 2.84 -2.69 -0.99
C -0.45 1.34 5.00
C -1.46 1.60 3.87
C -0.97 0.61 2.82
O 0.47 0.48 3.03
C 0.82 1.23 4.20
H -0.73 0.45 5.56
H -0.39 2.16 5.72
H -1.31 2.62 3.52
H -2.48 1.38 4.18
H -1.23 0.85 1.79
H -1.40 -0.38 3.00
H 1.21 2.21 3.88
H 1.65 0.76 4.74
C -4.16 -3.62 2.64
C -4.96 -4.24 1.46
C -4.01 -4.22 0.27
O -2.85 -3.47 0.68
C -2.74 -3.44 2.11
H -4.22 -4.23 3.54
H -4.61 -2.67 2.91
H -5.83 -3.60 1.30
H -5.32 -5.24 1.70
H -4.43 -3.74 -0.62
H -3.69 -5.20 -0.10
H -2.33 -2.45 2.32
H -2.07 -4.22 2.48
C 4.43 2.67 2.37
C 4.59 1.96 3.71
C 4.50 0.49 3.26
O 3.44 0.52 2.32
C 3.45 1.78 1.60
H 5.40 2.70 1.87
H 4.12 3.71 2.50
H 3.71 2.11 4.35
H 5.48 2.19 4.29
H 4.24 -0.14 4.11
H 5.44 0.12 2.84
H 2.42 2.10 1.55
H 3.84 1.64 0.59
C -4.20 2.07 1.56
C -4.98 0.76 1.86
C -4.89 -0.01 0.54
O -4.79 1.00 -0.44
C -3.83 1.89 0.07
H -3.28 2.13 2.14
H -4.82 2.95 1.69
H -6.02 1.00 2.08
H -4.56 0.23 2.72
H -5.80 -0.59 0.36
H -4.05 -0.72 0.49
H -3.92 2.79 -0.53
H -2.82 1.48 -0.08
C 2.05 1.52 -3.49
C 1.88 0.24 -4.29
N 0.51 0.08 -4.78
C 0.01 1.08 -5.73
C 0.97 1.47 -6.84
C 0.33 -1.30 -5.33
C 0.45 -2.53 -4.46
H 1.59 1.44 -2.50
H 1.68 2.42 -3.99
H 3.10 1.65 -3.22
H 2.58 0.29 -5.14
H 2.10 -0.60 -3.64
H -0.37 1.95 -5.17
H -0.88 0.64 -6.18
H 0.51 2.23 -7.48
H 1.23 0.61 -7.44
H 1.89 1.91 -6.46
H -0.68 -1.36 -5.75
H 0.99 -1.38 -6.21
H 1.42 -2.68 -3.99
H -0.35 -2.59 -3.72
H 0.34 -3.40 -5.10
*
```

What is the calculated total energy in the second record?
-136194.9087 eV